Record 1
Density functional theory data (wB97M-V/def2-TZVPD) for a cluster of 5 separate species, C8H14Cl12 in total.

Results
HOMO level ... -10.660 eV
SMILES ... ClC(Cl)Cl.ClC(Cl)Cl.ClCCCl.ClCCCl.ClCCCl
Electronic energy ... -5835.50752 Ha

The geometry in XYZ format:
```
34
C8H14Cl12 (wB97M-V/def2-TZVPD)
Cl -3.25 4.88 -1.89
Cl -1.41 3.50 0.36
Cl -0.69 3.72 4.54
Cl 0.41 0.54 0.54
Cl 4.14 -1.55 -0.90
Cl -0.96 0.27 2.99
Cl 3.79 -1.80 -4.16
Cl -0.39 -5.03 1.82
Cl -2.36 -0.03 0.27
Cl -0.02 -2.91 -0.93
Cl 1.08 4.87 2.64
Cl 2.09 2.74 4.42
C 0.72 3.33 3.44
C 3.31 -0.34 -3.21
C 2.87 -0.72 -1.79
C 0.57 -5.29 0.34
C -3.20 3.43 0.48
C -3.71 3.43 -0.96
C -0.01 -4.68 -0.95
C -0.88 -0.32 1.30
H -4.78 3.26 -1.04
H 0.85 -6.34 0.25
H -3.38 2.52 1.05
H 0.49 2.62 2.64
H 2.01 -1.40 -1.78
H 4.11 0.38 -3.07
H 2.54 0.18 -3.79
H 0.56 -4.95 -1.84
H 1.50 -4.76 0.52
H -1.02 -5.09 -1.06
H 2.54 0.10 -1.15
H -3.24 2.57 -1.44
H -0.69 -1.39 1.32
H -3.57 4.28 1.04
```

Results of the natural (NBO) charge analysis, in e, for atoms 1 through 2:
1 Cl -0.04
2 Cl -0.08

Record 2
Density functional theory data (wB97M-V/def2-TZVPD) for a structure of composition C8H14FINO4S.

Results
HOMO level ... -3.764 eV
Net charge ... -1
Electronic energy ... -1464.71136 Ha

The geometry in XYZ format:
```
30
C8H14FINO4S (wB97M-V/def2-TZVPD)
I -4.73 -0.42 -2.21
S 2.30 2.25 0.17
F 1.98 3.36 1.32
O 2.31 2.97 -1.05
O 1.50 -2.91 -1.62
O 3.53 1.59 0.47
O 0.54 -2.95 0.36
N 1.02 1.13 0.17
C 1.33 -0.91 1.53
C -2.49 1.18 -0.95
C 0.51 -2.72 -1.00
C -1.51 1.18 -0.05
C 0.97 0.61 1.58
C -0.19 1.95 -0.19
C 0.12 -1.81 1.12
C -0.79 -2.30 -1.72
H -0.24 2.93 0.32
H -1.66 -2.37 -1.04
H -0.67 -1.22 -1.96
H -0.95 -2.90 -2.62
H 1.66 -1.22 2.53
H -1.65 0.62 0.89
H -0.69 -1.22 0.65
H 2.16 -1.07 0.82
H 1.78 1.08 2.18
H 0.04 0.83 2.12
H -3.39 0.48 -0.81
H -0.31 -2.21 2.06
H -2.39 1.86 -1.80
H -0.08 2.20 -1.27
```

Results of the natural (NBO) charge analysis, in e, for atoms 1 through 2:
1 I -0.88
2 S 2.48

Record 3
Density functional theory data (wB97M-V/def2-TZVPD) for a structure of composition C8H14GaI2.

Results
HOMO level ... -5.020 eV
Net charge ... -1
Electronic energy ... -2833.37700 Ha

The geometry in XYZ format:
```
25
C8H14GaI2 (wB97M-V/def2-TZVPD)
I -0.29 1.07 -3.11
I 1.59 0.81 2.48
Ga 1.17 0.55 -0.97
C -0.64 -2.38 -1.06
C -1.69 -2.91 0.01
C 1.84 -1.38 -0.86
C -1.27 3.42 0.97
C -2.44 -3.19 0.94
C 0.17 2.81 0.65
C 0.23 1.20 0.78
C 0.78 -2.45 -0.36
H -2.10 2.66 1.05
H -1.54 4.12 0.10
H -0.79 0.73 0.93
H -0.75 -3.08 -1.95
H 2.33 -1.65 -1.86
H -1.25 4.08 1.89
H 1.21 -3.48 -0.63
H 0.41 3.08 -0.43
H 0.98 3.29 1.27
H -2.80 -3.61 1.91
H 2.69 -1.38 -0.09
H -0.98 -1.34 -1.34
H 0.68 -2.48 0.77
H 2.48 1.50 -1.11
```

Results of the natural (NBO) charge analysis, in e, for atoms 1 through 2:
1 I -0.50
2 I -0.02

Record 4
Density functional theory data (wB97M-V/def2-TZVPD) for a structure of composition C8H14IN2.

Results
HOMO level (alpha / beta) ... -9.169 / -12.389 eV
Spin multiplicity ... 3
Net charge ... +1
Expectation value of S² ... 2.01
Electronic energy ... -719.93731 Ha

The geometry in XYZ format:
```
25
C8H14IN2 (wB97M-V/def2-TZVPD)
I 2.80 1.56 -0.51
N -0.25 2.31 -0.51
N -0.76 1.37 1.57
C 0.04 0.29 1.01
C 0.12 -1.75 2.44
C 0.95 -1.31 -1.24
C 0.93 -1.77 0.03
C 0.41 -0.96 1.18
C 0.68 1.08 -0.60
C -1.14 -0.16 -2.01
C 0.36 0.01 -1.68
H 1.15 -1.99 -2.15
H -1.72 -0.38 -1.14
H -1.45 0.70 -2.58
H 1.31 -2.77 0.20
H -0.90 -2.25 2.28
H 0.78 0.29 -2.69
H -0.89 2.02 0.43
H -1.45 -1.13 -2.57
H -0.64 2.48 -1.40
H 0.19 -1.17 3.33
H -0.20 1.84 2.32
H 0.12 3.17 -0.24
H -1.50 0.98 2.10
H 1.06 -2.47 2.44
```

Results of the natural (NBO) charge analysis, in e, for atoms 1 through 2:
1 I 0.50
2 N -0.80

Record 5
Density functional theory data (wB97M-V/def2-TZVPD) for a structure of composition C8H14IrN2PS.

Results
HOMO level (alpha / beta) ... -7.767 / -11.814 eV
Spin multiplicity ... 6
Net charge ... +1
Expectation value of S² ... 8.77
Electronic energy ... -1266.09980 Ha

The geometry in XYZ format:
```
27
C8H14IrN2PS (wB97M-V/def2-TZVPD)
Ir 0.25 1.48 -0.93
S 0.71 -0.77 -1.47
P -1.76 0.47 -0.65
N -0.04 -3.29 -0.51
N 0.46 -1.88 1.07
C 0.37 -2.01 -0.27
C 0.07 3.08 0.57
C 1.88 3.15 -0.90
C 1.46 2.83 0.44
C 0.75 3.61 -1.60
C 0.12 -3.09 1.80
C -0.41 3.48 -0.75
C -0.34 -4.05 0.71
H 0.19 -5.02 0.74
H 0.79 -1.01 1.47
H -0.53 3.01 1.47
H 0.99 -3.49 2.35
H -2.06 -0.63 -1.49
H 2.09 2.46 1.24
H -2.04 -0.01 0.66
H -0.66 -2.94 2.54
H -2.88 1.33 -0.96
H -1.40 3.85 -1.03
H 0.72 4.12 -2.56
H -0.22 -3.64 -1.45
H -1.40 -4.29 0.78
H 2.92 3.23 -1.26
```

Results of the Löwdin charge analysis, in e, for atoms 1 through 2:
1 Ir 0.94
2 S 0.59

Record 6
Density functional theory data (wB97M-V/def2-TZVPD) for a structure of composition C8H14KN2SSb.

Results
HOMO level ... -6.746 eV
Electronic energy ... -1661.07023 Ha

The geometry in XYZ format:
```
27
C8H14KN2SSb (wB97M-V/def2-TZVPD)
Sb -4.19 3.81 19.48
K -5.49 1.32 15.48
S -3.05 1.45 13.36
N -3.92 0.64 10.89
N -5.63 1.10 12.46
C -3.63 3.20 21.51
C -4.31 1.04 12.15
C -6.20 0.24 10.35
C -4.85 0.34 9.98
C -6.55 0.62 11.64
C -2.30 3.40 18.49
C -4.32 -0.11 8.63
C -5.41 2.22 18.56
H -4.54 3.11 22.19
H -6.42 2.55 18.50
H -5.34 1.25 19.02
H -2.15 4.25 17.80
H -6.99 -0.02 9.66
H -4.98 2.20 17.53
H -3.12 2.24 21.49
H -7.52 0.68 12.07
H -5.10 -0.16 7.92
H -3.70 0.70 8.18
H -2.99 4.07 21.92
H -2.47 2.46 17.96
H -3.77 -1.07 8.67
H -1.49 3.33 19.24
```

Results of the natural (NBO) charge analysis, in e, for atoms 1 through 2:
1 Sb 0.95
2 K 0.94

Record 7
Density functional theory data (wB97M-V/def2-TZVPD) for a structure of composition C8H14N.

Results
HOMO level ... -12.985 eV
Net charge ... +1
Electronic energy ... -367.55781 Ha

The geometry in XYZ format:
```
23
C8H14N (wB97M-V/def2-TZVPD)
N 0.47 -0.01 0.34
C -2.18 0.42 -0.17
C 1.53 -1.01 0.05
C 2.47 1.00 -0.45
C 2.85 -0.25 0.36
C 1.11 1.31 0.24
C -3.52 0.80 0.09
C -1.61 -1.43 -0.26
C -0.89 -0.06 0.05
H 3.15 1.78 -0.60
H -3.43 1.87 0.31
H -4.12 0.78 -0.82
H -2.72 -1.51 -0.22
H 1.46 -1.55 -0.93
H 3.73 -0.72 0.00
H -1.10 -2.02 -1.10
H 1.23 1.68 1.23
H 1.50 -1.75 0.94
H 2.18 0.57 -1.46
H -1.47 -2.09 0.55
H -4.12 0.26 0.87
H 2.96 -0.04 1.40
H 0.52 1.96 -0.42
```

Results of the natural (NBO) charge analysis, in e, for atoms 1 through 2:
1 N -0.38
2 C 0.25

Record 8
Density functional theory data (wB97M-V/def2-TZVPD) for a cluster of 2 separate species, C8H14N2 in total.

Results
HOMO level ... -11.523 eV
SMILES ... CCCC#N.CCCC#N
Electronic energy ... -422.71601 Ha

The geometry in XYZ format:
```
24
C8H14N2 (wB97M-V/def2-TZVPD)
N 0.93 1.55 2.39
N -0.68 -1.04 -1.87
C 1.65 -0.48 -0.80
C -0.78 -0.43 2.26
C 0.18 0.67 2.34
C -2.89 -1.12 1.03
C -2.10 0.05 1.59
C 1.94 1.16 -2.80
C 0.34 -0.79 -1.40
C 2.20 0.88 -1.30
H 0.85 1.18 -2.91
H -0.98 -0.82 3.25
H -1.97 0.78 0.79
H 1.73 1.67 -0.71
H 2.32 2.11 -3.14
H -0.41 -1.27 1.67
H 2.37 -1.19 -1.22
H 2.38 0.33 -3.35
H -2.36 -1.74 0.31
H -2.65 0.61 2.35
H -3.23 -1.81 1.81
H 3.27 0.94 -1.11
H -3.77 -0.69 0.54
H 1.66 -0.56 0.28
```

Results of the natural (NBO) charge analysis, in e, for atoms 1 through 2:
1 N -0.34
2 N -0.35

Record 9
Density functional theory data (wB97M-V/def2-TZVPD) for an isolated molecule of C8H14N2.

Results
HOMO level ... -8.352 eV
SMILES ... CC1=CC(N)=NCC1(C)C
Electronic energy ... -422.56333 Ha

The geometry in XYZ format:
```
24
C8H14N2 (wB97M-V/def2-TZVPD)
N 1.83 0.19 1.07
N 1.82 -1.67 2.47
C -0.40 1.48 -1.75
C -0.95 1.73 0.54
C -1.57 -1.39 -0.98
C -0.42 -0.68 -0.22
C 0.18 -1.42 0.71
C 1.34 -1.00 1.35
C 1.31 0.81 -0.16
C -0.20 0.87 -0.32
H -0.29 0.57 -2.66
H -0.80 2.91 0.57
H 3.05 -1.94 2.29
H 1.32 -2.67 2.52
H 1.63 0.24 -1.05
H -0.10 2.56 -1.71
H -1.01 -1.71 -2.06
H -0.03 -2.44 0.82
H -2.30 -0.60 -1.12
H 1.85 1.87 -0.13
H -1.92 1.44 0.34
H -1.55 1.60 -1.49
H -2.00 -2.31 -0.58
H -0.79 1.56 1.56
```

Results of the natural (NBO) charge analysis, in e, for atoms 1 through 2:
1 N -0.46
2 N -0.78